Record 1
{
  "formula": "C35H105N15O15",
  "method": "wB97M-V/def2-TZVPD",
  "elements": ["C", "C", "O", "H", "H", "H", "H", "H", "H", "C", "C", "O", "H", "H", "H", "H", "H", "H", "C", "C", "O", "H", "H", "H", "H", "H", "H", "C", "C", "O", "H", "H", "H", "H", "H", "H", "C", "C", "O", "H", "H", "H", "H", "H", "H", "C", "O", "N", "N", "H", "H", "H", "H", "C", "O", "N", "N", "H", "H", "H", "H", "C", "O", "N", "N", "H", "H", "H", "H", "C", "O", "N", "N", "H", "H", "H", "H", "C", "O", "N", "N", "H", "H", "H", "H", "C", "C", "C", "O", "C", "N", "H", "H", "H", "H", "H", "H", "H", "H", "H", "H", "H", "C", "C", "C", "O", "C", "N", "H", "H", "H", "H", "H", "H", "H", "H", "H", "H", "H", "C", "C", "C", "O", "C", "N", "H", "H", "H", "H", "H", "H", "H", "H", "H", "H", "H", "C", "C", "C", "O", "C", "N", "H", "H", "H", "H", "H", "H", "H", "H", "H", "H", "H", "C", "C", "C", "O", "C", "N", "H", "H", "H", "H", "H", "H", "H", "H", "H", "H", "H"],
  "positions_angstrom": [[0.841, -4.250, -4.906], [1.242, -3.103, -3.927], [1.052, -1.863, -4.650], [1.550, -4.252, -5.738], [-0.121, -4.054, -5.377], [0.861, -5.250, -4.476], [2.180, -3.157, -3.377], [0.400, -2.991, -3.234], [1.422, -1.190, -4.050], [-4.181, -0.078, -5.953], [-4.843, -1.441, -6.246], [-3.819, -2.417, -6.327], [-3.156, 0.155, -6.233], [-4.343, 0.110, -4.889], [-4.761, 0.682, -6.486], [-5.371, -1.334, -7.195], [-5.522, -1.819, -5.475], [-3.139, -2.178, -5.694], [-4.622, -4.349, -1.409], [-3.477, -3.623, -2.131], [-3.656, -2.199, -2.105], [-4.236, -5.351, -1.232], [-5.574, -4.301, -1.934], [-4.798, -3.843, -0.458], [-3.389, -3.945, -3.173], [-2.484, -3.804, -1.713], [-2.799, -1.757, -2.091], [2.006, -4.274, -0.040], [2.256, -5.174, 1.135], [3.499, -5.808, 0.841], [2.095, -4.765, -1.007], [2.660, -3.399, 0.003], [0.980, -3.887, -0.020], [1.530, -5.990, 1.182], [2.247, -4.816, 2.168], [4.226, -5.262, 0.539], [3.373, 1.634, 0.071], [2.654, 2.973, 0.141], [3.468, 3.997, -0.475], [3.711, 1.389, -0.932], [2.889, 0.799, 0.577], [4.297, 1.780, 0.639], [2.547, 3.395, 1.142], [1.691, 2.938, -0.372], [4.004, 4.359, 0.235], [2.001, 1.862, 4.361], [2.460, 2.921, 3.944], [1.849, 0.780, 3.550], [1.557, 1.674, 5.630], [1.346, -0.016, 3.894], [1.927, 1.031, 2.579], [1.685, 2.523, 6.156], [1.028, 0.894, 5.962], [2.282, 1.481, -3.943], [1.810, 0.482, -3.388], [2.061, 1.838, -5.226], [2.990, 2.411, -3.257], [1.349, 1.387, -5.772], [2.672, 2.547, -5.578], [3.194, 2.259, -2.284], [3.426, 3.168, -3.744], [-1.732, 2.071, 3.854], [-1.947, 2.270, 2.668], [-1.943, 2.941, 4.875], [-1.206, 0.882, 4.292], [-1.837, 2.530, 5.783], [-2.330, 3.864, 4.832], [-1.272, 0.629, 5.260], [-0.937, 0.149, 3.655], [-1.417, -2.531, 3.758], [-1.139, -2.955, 4.887], [-0.453, -2.490, 2.784], [-2.605, -2.247, 3.247], [-0.727, -2.246, 1.854], [0.473, -2.769, 3.049], [-2.815, -2.149, 2.268], [-3.308, -2.207, 3.971], [-0.881, 5.468, 0.846], [-1.154, 5.615, 2.030], [-0.267, 6.421, 0.108], [-1.197, 4.336, 0.160], [-0.065, 6.462, -0.875], [-0.156, 7.279, 0.623], [-0.898, 4.224, -0.792], [-1.496, 3.530, 0.685], [-4.680, 0.707, -0.731], [-5.031, 0.047, 0.632], [-6.541, -0.063, 0.918], [-6.705, -0.799, 2.154], [-8.079, -0.798, 2.523], [-4.429, -1.264, 0.559], [-3.591, 0.698, -0.758], [-4.972, 1.757, -0.806], [-5.205, 0.187, -1.531], [-4.662, 0.691, 1.435], [-7.005, -0.474, 0.014], [-7.049, 0.898, 1.040], [-8.429, 0.203, 2.788], [-8.095, -1.450, 3.395], [-8.756, -1.173, 1.752], [-4.539, -1.730, -0.337], [-4.943, -1.842, 1.223], [2.589, -5.487, 7.236], [1.816, -4.268, 6.809], [2.661, -3.268, 5.960], [2.767, -3.700, 4.605], [3.376, -2.725, 3.795], [0.693, -4.818, 5.980], [3.482, -5.194, 7.790], [2.823, -6.195, 6.433], [1.963, -6.214, 7.760], [1.500, -3.736, 7.708], [3.658, -3.071, 6.367], [2.159, -2.292, 5.976], [2.605, -2.030, 3.447], [3.899, -3.111, 2.918], [4.155, -2.136, 4.287], [1.185, -4.881, 5.091], [0.027, -4.092, 5.689], [4.266, -2.096, -1.066], [5.707, -1.955, -1.612], [6.572, -1.738, -0.355], [6.235, -0.558, 0.380], [5.924, -0.819, 1.728], [5.991, -3.200, -2.353], [4.201, -2.690, -0.152], [3.543, -2.526, -1.759], [3.954, -1.103, -0.732], [5.870, -1.083, -2.250], [7.570, -1.502, -0.747], [6.710, -2.642, 0.240], [6.773, -1.147, 2.331], [5.140, -1.576, 1.852], [5.450, 0.093, 2.093], [5.322, -3.228, -3.113], [6.904, -3.042, -2.774], [0.639, -1.206, 0.016], [-0.065, 0.128, 0.298], [-0.560, 0.797, -0.984], [-1.142, -0.146, -1.844], [-1.523, 0.278, -3.120], [-1.202, -0.159, 1.167], [1.405, -1.060, -0.749], [-0.094, -1.966, -0.242], [1.220, -1.356, 0.927], [0.642, 0.706, 0.894], [0.310, 1.269, -1.468], [-1.218, 1.670, -0.880], [-2.085, 1.217, -3.151], [-2.001, -0.496, -3.717], [-0.573, 0.454, -3.640], [-1.942, -0.557, 0.592], [-1.556, 0.721, 1.525], [-0.961, 9.585, -2.254], [-0.257, 8.303, -2.662], [-1.206, 7.158, -3.067], [-0.536, 5.915, -3.034], [-1.372, 4.844, -3.502], [0.585, 8.603, -3.795], [-1.453, 10.115, -3.071], [-0.297, 10.350, -1.838], [-1.634, 9.482, -1.398], [0.358, 7.995, -1.808], [-1.504, 7.392, -4.095], [-2.105, 7.130, -2.445], [-2.382, 5.208, -3.689], [-1.291, 4.039, -2.775], [-1.023, 4.454, -4.462], [1.325, 9.197, -3.436], [1.005, 7.767, -4.183]],
  "homo_ha": -0.3190,
  "orbital_gap_ev": 8.88,
  "e_tot_ha": -3346.4272
}

=====

Record 2
{
  "formula": "C35H110O45P10",
  "method": "wB97M-V/def2-TZVPD",
  "elements": ["C", "O", "P", "O", "O", "C", "O", "C", "H", "H", "H", "H", "H", "H", "H", "H", "H", "C", "O", "P", "O", "O", "C", "O", "C", "H", "H", "H", "H", "H", "H", "H", "H", "H", "C", "O", "P", "O", "O", "C", "O", "C", "H", "H", "H", "H", "H", "H", "H", "H", "H", "C", "O", "P", "O", "O", "C", "O", "C", "H", "H", "H", "H", "H", "H", "H", "H", "H", "C", "O", "P", "O", "O", "C", "O", "C", "H", "H", "H", "H", "H", "H", "H", "H", "H", "C", "O", "P", "O", "O", "C", "O", "C", "H", "H", "H", "H", "H", "H", "H", "H", "H", "C", "O", "P", "O", "O", "C", "O", "C", "H", "H", "H", "H", "H", "H", "H", "H", "H", "C", "O", "P", "O", "O", "C", "O", "C", "H", "H", "H", "H", "H", "H", "H", "H", "H", "C", "O", "P", "O", "O", "C", "O", "C", "H", "H", "H", "H", "H", "H", "H", "H", "H", "C", "O", "P", "O", "O", "C", "O", "C", "H", "H", "H", "H", "H", "H", "H", "H", "H", "C", "O", "H", "H", "H", "H", "C", "O", "H", "H", "H", "H", "C", "O", "H", "H", "H", "H", "C", "O", "H", "H", "H", "H", "C", "O", "H", "H", "H", "H"],
  "positions_angstrom": [[1.917, -0.517, -7.435], [0.871, -0.619, -8.372], [-0.617, -0.198, -7.879], [-1.038, -0.943, -6.650], [-0.513, 1.429, -7.675], [-0.402, 2.230, -8.885], [-1.646, -0.411, -9.131], [-1.814, -1.748, -9.674], [2.911, -0.447, -7.878], [1.869, -1.384, -6.777], [1.889, 0.386, -6.825], [0.622, 2.413, -9.209], [-0.852, 3.212, -8.743], [-0.907, 1.663, -9.668], [-1.046, -2.462, -9.376], [-1.726, -1.612, -10.752], [-2.862, -2.030, -9.571], [4.895, -4.960, -3.797], [4.066, -5.896, -3.134], [4.328, -6.469, -1.617], [3.401, -7.539, -1.181], [4.340, -5.148, -0.702], [3.146, -4.351, -0.662], [5.877, -6.896, -1.620], [6.364, -7.830, -2.605], [5.353, -5.308, -4.723], [5.691, -4.699, -3.100], [4.252, -4.125, -4.079], [2.200, -4.823, -0.928], [3.250, -3.511, -1.349], [3.001, -3.937, 0.336], [5.567, -8.104, -3.296], [6.703, -8.721, -2.078], [7.145, -7.396, -3.230], [5.820, -4.569, 3.482], [6.651, -3.983, 2.424], [7.470, -2.569, 2.598], [8.257, -2.376, 3.826], [8.359, -2.528, 1.253], [7.906, -2.847, -0.073], [6.304, -1.526, 2.338], [6.523, -0.110, 2.659], [5.964, -5.648, 3.540], [4.760, -4.452, 3.257], [5.948, -4.202, 4.500], [7.417, -1.997, -0.548], [7.385, -3.798, -0.181], [8.864, -2.861, -0.593], [7.492, 0.094, 3.115], [5.697, 0.064, 3.349], [6.395, 0.575, 1.821], [-4.863, 5.949, 5.147], [-5.411, 6.829, 4.093], [-4.680, 8.253, 3.721], [-3.194, 8.233, 3.578], [-5.499, 8.628, 2.287], [-5.468, 7.644, 1.260], [-5.275, 9.340, 4.782], [-5.026, 10.738, 4.616], [-3.809, 6.068, 5.398], [-5.049, 4.896, 4.935], [-5.294, 6.187, 6.119], [-6.206, 7.984, 0.533], [-5.723, 6.619, 1.532], [-4.537, 7.647, 0.693], [-6.013, 11.177, 4.468], [-4.517, 10.951, 3.676], [-4.475, 11.121, 5.474], [2.972, -9.698, -6.539], [2.228, -8.796, -5.739], [1.335, -7.663, -6.445], [2.136, -6.716, -7.260], [0.331, -8.560, -7.408], [-0.316, -7.982, -8.508], [0.541, -6.992, -5.214], [0.135, -5.634, -5.273], [2.999, -9.313, -7.558], [2.385, -10.616, -6.504], [4.010, -9.900, -6.277], [-1.403, -7.942, -8.435], [-0.027, -8.467, -9.440], [-0.075, -6.919, -8.474], [-0.930, -5.533, -5.064], [0.197, -5.255, -6.293], [0.714, -4.954, -4.647], [-9.111, 4.502, 2.337], [-8.145, 3.597, 1.776], [-8.707, 2.501, 0.691], [-10.131, 2.169, 0.964], [-8.381, 3.136, -0.789], [-8.689, 2.366, -1.999], [-7.629, 1.274, 0.749], [-6.266, 1.550, 1.151], [-8.923, 5.465, 1.861], [-8.708, 4.764, 3.316], [-10.171, 4.272, 2.444], [-8.831, 3.069, -2.819], [-9.548, 1.703, -1.901], [-7.761, 1.821, -2.174], [-5.520, 1.314, 0.392], [-5.987, 0.996, 2.047], [-6.098, 2.578, 1.471], [-1.064, -7.043, 2.091], [-1.084, -5.661, 2.438], [-2.478, -4.819, 2.422], [-2.583, -3.552, 3.205], [-2.721, -4.626, 0.812], [-2.280, -3.433, 0.276], [-3.631, -5.879, 2.830], [-3.619, -6.530, 4.092], [-1.940, -7.435, 1.575], [-0.977, -7.615, 3.015], [-0.200, -7.223, 1.452], [-1.346, -3.614, -0.256], [-2.285, -2.532, 0.889], [-3.022, -3.190, -0.485], [-4.624, -6.512, 4.515], [-2.960, -5.959, 4.746], [-3.212, -7.532, 3.959], [0.168, 0.545, -1.550], [-0.295, 1.298, -0.506], [0.495, 1.581, 0.900], [1.665, 2.468, 0.828], [-0.683, 2.180, 1.914], [-1.513, 3.302, 1.696], [0.776, 0.135, 1.583], [0.933, 0.047, 2.998], [-0.576, -0.189, -1.859], [1.057, -0.029, -1.288], [0.316, 1.191, -2.416], [-2.137, 3.092, 0.827], [-0.876, 4.185, 1.635], [-2.212, 3.373, 2.529], [0.116, -0.553, 3.398], [0.814, 1.042, 3.425], [1.903, -0.381, 3.253], [-3.963, 2.724, -4.178], [-4.588, 4.051, -4.229], [-3.663, 5.404, -4.049], [-2.867, 5.714, -5.247], [-2.782, 5.169, -2.685], [-1.505, 5.801, -2.528], [-4.700, 6.604, -3.646], [-5.856, 6.883, -4.398], [-4.524, 2.243, -3.376], [-2.964, 2.697, -3.743], [-4.003, 2.086, -5.061], [-1.399, 6.667, -3.182], [-0.673, 5.135, -2.755], [-1.304, 6.152, -1.516], [-6.597, 6.098, -4.250], [-5.560, 7.004, -5.440], [-6.324, 7.788, -4.010], [1.396, -4.744, 7.282], [1.129, -3.403, 7.490], [2.042, -2.453, 8.427], [1.554, -1.076, 8.406], [3.574, -2.593, 7.794], [4.544, -1.573, 7.987], [2.197, -3.220, 9.842], [1.274, -2.995, 10.897], [1.997, -5.135, 8.103], [1.969, -4.909, 6.370], [0.491, -5.342, 7.183], [5.025, -1.130, 7.115], [5.466, -1.952, 8.428], [4.149, -0.762, 8.599], [0.457, -2.305, 10.685], [1.809, -2.639, 11.778], [0.861, -3.969, 11.156], [4.752, 5.696, -1.723], [3.703, 5.973, -0.864], [5.200, 4.703, -1.758], [4.648, 6.178, -2.695], [5.550, 6.326, -1.330], [3.768, 5.267, -0.216], [1.275, 8.901, 1.536], [-0.010, 9.287, 1.170], [1.321, 7.848, 1.813], [2.037, 9.055, 0.772], [1.608, 9.424, 2.433], [-0.522, 8.992, 1.927], [5.246, 0.534, -1.811], [5.253, 0.046, -3.165], [6.231, 0.886, -1.508], [4.534, 1.353, -1.704], [5.020, -0.317, -1.169], [5.518, 0.734, -3.780], [-2.992, -0.317, 6.782], [-3.952, -0.427, 5.766], [-2.360, 0.541, 6.549], [-3.356, -0.383, 7.807], [-2.363, -1.195, 6.634], [-3.616, -1.101, 5.170], [4.964, 5.186, 3.746], [5.367, 6.462, 4.185], [5.069, 4.503, 4.589], [3.910, 5.153, 3.473], [5.603, 4.917, 2.905], [4.967, 6.704, 5.023]],
  "homo_ha": -0.3604,
  "orbital_gap_ev": 9.89,
  "e_tot_ha": -8199.4832
}

=====

Record 3
{
  "formula": "C35H20N8NbO7SSe",
  "method": "wB97M-V/def2-TZVPD",
  "elements": ["Nb", "S", "C", "C", "C", "C", "C", "N", "H", "H", "H", "H", "C", "C", "C", "C", "N", "C", "C", "C", "C", "C", "C", "C", "H", "H", "H", "H", "H", "H", "H", "H", "Se", "N", "C", "C", "C", "C", "C", "N", "C", "C", "N", "C", "C", "C", "C", "C", "N", "H", "H", "H", "H", "H", "H", "O", "C", "O", "C", "C", "C", "C", "C", "C", "O", "N", "O", "O", "N", "O", "O", "H", "H"],
  "positions_angstrom": [[0.629, 0.231, 0.510], [0.586, 1.945, 2.373], [0.715, 0.562, 3.333], [0.501, 0.492, 4.761], [0.778, -0.689, 5.387], [1.066, -1.894, 4.679], [1.177, -1.780, 3.358], [1.029, -0.585, 2.636], [0.253, 1.422, 5.328], [0.837, -0.702, 6.482], [1.338, -2.775, 5.309], [1.376, -2.606, 2.700], [-4.888, 1.338, 2.197], [-5.256, 0.289, 1.366], [-4.317, -0.718, 1.165], [-2.983, -0.500, 1.499], [-2.592, 0.622, 2.105], [-3.515, 1.532, 2.405], [-2.001, -1.593, 1.234], [-2.455, -2.834, 1.738], [-1.730, -3.965, 1.551], [-0.517, -3.931, 0.906], [-0.033, -2.651, 0.521], [-0.688, -1.478, 0.804], [-5.556, 2.077, 2.552], [-6.263, 0.184, 0.960], [-4.669, -1.587, 0.641], [-3.100, 2.465, 2.837], [-3.494, -2.914, 2.170], [-2.124, -4.937, 1.810], [0.065, -4.816, 0.725], [0.948, -2.482, -0.018], [6.768, -1.855, -4.411], [4.987, -1.660, -4.833], [4.453, -1.428, -3.684], [3.066, -1.270, -3.416], [2.080, -1.416, -4.447], [0.764, -1.008, -4.284], [0.290, -0.879, -2.982], [1.091, -0.852, -1.889], [2.445, -1.029, -2.111], [3.348, -0.798, -1.001], [2.850, -0.513, 0.258], [3.716, -0.222, 1.235], [5.085, -0.120, 1.053], [5.615, -0.429, -0.184], [4.769, -0.727, -1.258], [5.290, -1.131, -2.564], [6.593, -1.307, -2.677], [2.245, -1.868, -5.464], [-0.047, -0.980, -4.966], [-0.744, -0.663, -2.834], [3.316, -0.129, 2.234], [5.791, 0.135, 1.846], [6.721, -0.431, -0.360], [1.680, 3.455, -2.045], [0.968, 2.737, -1.371], [1.420, 1.875, -0.513], [-0.570, 2.925, -1.499], [-1.194, 4.104, -2.003], [-2.582, 4.195, -1.949], [-3.433, 3.027, -1.686], [-2.772, 1.809, -1.494], [-1.358, 1.818, -1.190], [-0.875, 0.838, -0.381], [-3.587, 0.652, -1.549], [-2.982, -0.468, -1.616], [-4.780, 0.764, -1.503], [-3.286, 5.441, -2.067], [-2.678, 6.435, -2.287], [-4.524, 5.290, -1.960], [-0.549, 4.894, -2.446], [-4.507, 3.069, -1.728]],
  "homo_ha": -0.4091,
  "orbital_gap_ev": 6.59,
  "e_tot_ha": -5166.7135,
  "total_charge": 1,
  "relative_energy_kcal_mol": 38.22
}